Entry 1:
ORCA calculation (ωB97M-V/def2-TZVPD) on C24H25AsCl2N3O2S2Sn as an isolated structure.

Calculated values
Orbital gap (alpha / beta)   3.89 / 5.82 eV
Strongest force on any atom   0.012 Eh/bohr
Energy   -5410.88810 hartree
Energy relative to the best compared isomer or geometry (same formula, charge and spin)   29.36 kJ/mol

Structure (ORCA input):
```
! wB97M-V def2-TZVPD RIJCOSX def2/J DEFGRID3
* xyz 1 1
C -1.229 -0.718 0.876
C -1.129 -6.411 -1.955
H -0.502 2.708 2.267
N 3.659 -1.267 5.744
C 5.599 -0.926 2.881
H 4.674 4.473 1.752
H -0.457 5.110 1.481
C 2.950 3.899 0.582
Cl -2.658 -5.797 0.177
H 0.260 3.406 -2.975
C -1.739 -5.411 -1.230
H 0.981 1.946 -2.295
C -0.397 -6.079 -3.086
H -4.222 0.925 -0.198
C 3.236 -0.530 3.311
H 3.298 3.957 2.728
Sn 1.477 -0.132 0.388
H 1.883 3.467 -2.295
C -4.296 -0.960 -3.025
H -0.697 2.942 -0.696
C 3.849 3.763 1.807
H 0.209 4.461 -0.700
H -4.712 -0.952 -4.023
C -3.570 -2.038 -2.597
C 0.893 3.028 -2.172
C -3.304 -0.984 -0.392
C -0.830 -3.749 -2.729
C 0.424 3.283 2.268
C -4.515 0.121 -2.165
H 3.499 3.661 -0.329
H 1.009 2.960 3.130
H 1.079 5.358 2.328
H 2.561 4.914 0.485
C 0.296 3.379 -0.811
H 0.071 -6.861 -3.668
H -3.423 -2.892 -3.245
O -0.467 -1.701 0.736
C -3.040 -2.058 -1.289
S 4.230 0.056 0.828
H -1.224 -7.440 -1.639
C 3.479 -0.937 4.657
O -0.822 0.476 0.873
H -2.246 -3.262 0.146
N 6.638 -1.289 3.213
H 0.400 -4.498 -4.302
H -2.900 -1.916 1.526
H -0.389 5.024 3.238
H -3.189 -0.168 1.580
C 4.318 -0.481 2.424
Cl -0.414 -2.111 -3.082
C 0.153 4.783 2.323
H 4.276 2.761 1.866
As 1.393 2.700 0.662
C -4.027 0.097 -0.866
N -2.309 -3.115 -0.856
C -2.741 -0.972 1.004
H -5.088 0.974 -2.505
C -0.228 -4.754 -3.460
C -1.654 -4.063 -1.627
S 1.618 -0.157 2.933
*
```


Entry 2:
ORCA calculation (ωB97M-V/def2-TZVPD) on C24H25F5NOY as an isolated structure in a non-equilibrium geometry.

Calculated values
Orbital gap   8.74 eV
Strongest force on any atom   0.058 Eh/bohr
Energy   -1597.29583 hartree

Structure (ORCA input):
```
! wB97M-V def2-TZVPD RIJCOSX def2/J DEFGRID3
* xyz 0 1
F -1.458 1.709 3.902
F -1.169 3.201 0.691
H 0.367 -3.166 0.364
C -0.021 -2.677 2.533
C -1.461 -2.616 -1.583
C 1.444 0.464 -3.568
H -2.978 -1.107 2.267
C 2.395 2.252 -2.248
H 2.245 3.144 -1.636
H 0.818 -3.168 3.039
H -0.437 -2.245 -1.709
C 2.729 -0.027 -3.827
H -1.995 -2.483 -2.534
H -3.528 -3.530 0.043
H 4.549 2.288 -2.101
C 2.627 -0.853 2.036
C -2.200 -1.874 -0.463
H -0.401 2.810 -3.386
N -1.128 1.098 -2.421
H -2.868 0.175 -0.055
H -3.086 -0.336 -1.721
C -0.242 -2.667 1.125
H 2.130 2.353 1.170
C -2.001 -1.576 2.135
C -0.105 2.156 -2.555
C 2.524 0.156 1.027
C -1.160 3.148 2.056
H -1.980 1.203 -2.970
C 3.850 0.624 -3.302
H 2.845 -0.919 -4.449
H 2.799 0.052 -0.026
C 3.680 1.768 -2.508
C -1.150 0.397 -1.275
C -3.602 -2.494 -0.311
F 0.055 3.593 2.495
H 2.298 -0.751 4.269
H 2.951 -1.877 1.866
C 2.008 1.130 3.063
H -4.227 -1.939 0.398
H -1.424 -3.691 -1.366
C -1.465 -1.978 0.867
C 1.272 1.597 -2.774
H -1.264 -1.876 4.240
F -2.097 4.008 2.501
Y 0.208 -0.194 1.953
H 4.856 0.251 -3.516
C -2.384 -0.371 -0.877
O -0.129 0.461 -0.532
C -1.431 1.731 2.513
H 0.560 -0.027 -3.980
C 2.156 1.379 1.663
H -0.102 2.754 -1.633
H -4.126 -2.512 -1.275
F -2.725 1.430 2.098
H 1.791 1.880 3.827
C -1.105 -2.001 3.162
C 2.295 -0.256 3.298
*
```


Entry 3:
ORCA calculation (ωB97M-V/def2-TZVPD) on C24H25I2N2O4Rb as an isolated structure.

Calculated values
Orbital gap   5.47 eV
Strongest force on any atom   0.011 Eh/bohr
Energy   -1959.60078 hartree
Energy relative to the best compared isomer or geometry (same formula, charge and spin)   36.69 kJ/mol

Structure (ORCA input):
```
! wB97M-V def2-TZVPD RIJCOSX def2/J DEFGRID3
* xyz -2 1
O -2.898 2.607 -0.767
H 2.817 -1.218 -1.086
C 0.199 -4.512 0.607
C 0.020 1.546 -3.679
C -2.214 2.759 3.378
H 4.214 1.109 1.557
H 2.971 -1.156 2.002
H -0.732 2.321 -3.561
H 3.616 0.320 -1.418
H -1.641 1.983 3.870
C 2.256 0.861 -4.083
C -0.792 -3.473 -1.438
C 3.296 1.449 1.057
H 1.489 -0.210 2.265
H -0.981 -2.216 -3.771
Rb -1.187 0.559 -0.570
C -2.416 2.691 2.006
O -2.368 -1.981 0.354
C -0.003 -2.083 -3.300
C 1.829 -0.447 -3.918
O -3.979 4.582 -0.687
H -2.003 1.856 1.457
C 0.358 -4.603 1.987
C 1.340 1.883 -3.950
H 1.629 2.923 -4.019
H -1.841 -3.429 -1.747
H 0.797 -5.134 -0.052
C -3.141 3.670 1.334
H 0.703 -2.062 -1.369
C -3.360 3.623 -0.191
H -0.242 -3.805 3.892
C -2.749 3.814 4.106
N -0.398 0.297 -3.511
H 0.677 -2.831 -3.746
C -1.285 -2.882 2.272
H -0.330 -4.354 -1.921
H 3.301 1.077 -4.271
N -0.164 -2.227 -1.868
C 0.499 -0.689 -3.607
C 2.102 -0.703 1.506
O 1.345 0.828 -0.170
C -3.670 4.724 2.074
H -4.227 5.474 1.527
C -0.703 -3.629 0.051
I 1.723 -5.945 2.804
H -2.594 3.871 5.177
H 1.496 -1.512 1.082
C -3.482 4.795 3.448
I -2.334 -1.592 3.518
C -1.538 -2.773 0.863
C -0.380 -3.770 2.820
C 2.472 0.316 0.415
H -3.908 5.620 4.010
H 2.521 -1.278 -3.986
H 2.664 1.961 1.786
H 3.566 2.174 0.284
H 4.296 -0.791 -0.200
C 3.366 -0.390 -0.625
*
```


Entry 4:
ORCA calculation (ωB97M-V/def2-TZVPD) on C24H25InN5S as an isolated structure.

Calculated values
Orbital gap   9.13 eV
Strongest force on any atom   0.002 Eh/bohr
Energy   -1790.84707 hartree
Energy relative to the best compared isomer or geometry (same formula, charge and spin)   5.38 kJ/mol

Structure (ORCA input):
```
! wB97M-V def2-TZVPD RIJCOSX def2/J DEFGRID3
* xyz 3 1
H 3.200 -1.742 -3.531
H 1.000 -1.588 -2.412
H -1.316 -4.946 -0.668
H 3.074 2.445 0.482
C 1.116 2.854 -0.262
N -0.402 -4.761 -0.267
C 4.047 -0.151 -2.337
C -2.401 2.131 -1.451
H -5.575 2.457 -2.542
H -3.504 3.796 -2.210
H -1.306 3.945 -1.125
H -0.104 -1.009 4.886
C -4.683 1.995 -2.140
C -0.911 2.659 1.112
H -5.563 0.037 -1.906
H 5.028 -0.192 -2.792
C -3.529 2.744 -1.958
H -0.093 -6.793 -0.042
H -0.246 1.397 5.553
H 1.603 -2.221 0.497
C 2.029 -4.300 0.803
C -1.103 2.883 -1.290
H -0.261 -1.582 2.475
C -0.014 -3.468 -0.150
H 2.187 -6.455 0.966
N -2.402 0.828 -1.118
H -0.638 3.671 1.415
H 3.005 -4.108 1.228
H -0.530 2.805 -2.217
C -0.232 -0.231 4.148
H -1.995 2.647 0.977
H 1.164 3.795 0.289
C -4.682 0.652 -1.791
C 0.346 -5.817 0.113
C -0.495 2.071 3.530
N -0.482 0.382 1.861
S -1.182 -2.318 -0.764
C 1.585 -5.612 0.661
C 2.517 0.828 -0.767
C -0.315 1.107 4.513
C -0.585 1.677 2.210
N -0.280 2.326 -0.191
H 1.334 3.086 -1.304
C 2.173 1.877 0.257
C 1.813 -0.929 -2.132
C -3.526 0.104 -1.280
C -0.317 -0.554 2.812
In -0.503 0.017 -0.297
H 4.540 1.465 -1.009
C 3.041 -1.015 -2.747
C 3.777 0.774 -1.340
H -0.576 3.119 3.789
N 1.550 -0.033 -1.158
H -3.485 -0.935 -0.979
H 1.865 1.421 1.201
C 1.238 -3.234 0.399
*
```


Entry 5:
ORCA calculation (ωB97M-V/def2-TZVPD) on a 2-piece molecular cluster, C24H25N2O6S2 overall in a non-equilibrium geometry.

Calculated values
Orbital gap   5.61 eV
Strongest force on any atom   0.032 Eh/bohr
Energy   -2286.71059 hartree

Structure (ORCA input):
```
! wB97M-V def2-TZVPD RIJCOSX def2/J DEFGRID3
* xyz -1 1
S 1.256 -1.592 -0.102
H 2.639 -0.141 3.280
O 3.525 0.214 0.833
H -0.255 1.382 -2.562
H 4.787 -1.060 -3.497
H 6.376 -2.610 -2.339
N -4.971 -2.132 -0.493
H -5.546 -4.067 -0.997
C 1.524 2.992 2.513
H -5.377 -3.794 0.758
H 2.367 0.768 5.593
O 2.504 2.339 -0.054
C 2.283 0.874 3.448
C 5.395 -2.408 -1.908
H 2.564 -0.566 -2.478
O 1.316 -2.198 1.219
H -0.883 -1.469 1.370
N 1.162 2.934 -2.516
C -0.204 0.813 -0.031
H 5.694 -3.682 -0.180
C 3.758 -2.751 -0.152
H -4.650 0.415 -1.246
C 1.673 2.707 4.911
H 1.572 3.112 5.919
H -6.458 -1.983 -1.953
C -3.888 -1.348 -0.244
C 4.512 -1.538 -2.557
H -1.253 3.874 -3.356
C -4.950 -3.554 -0.231
H -2.831 -2.851 0.922
C 2.125 1.393 4.735
C -0.093 2.443 -2.308
O 1.244 4.207 -2.497
H -2.601 1.732 -0.919
H -7.047 -1.987 -0.282
H -2.143 2.893 -2.197
C -6.245 -1.624 -0.938
C 1.349 3.497 3.802
C -3.800 -0.020 -0.729
S 2.407 1.125 0.713
C 3.255 -1.265 -2.003
C 2.892 -1.869 -0.799
H 3.451 -3.199 0.793
C 5.016 -3.010 -0.707
C 2.003 1.691 2.351
C -2.634 0.707 -0.564
C -1.636 -1.114 0.668
H -6.276 -0.536 -0.932
H 0.973 4.514 3.928
C -2.777 -1.863 0.475
H 1.320 3.609 1.638
C -1.199 3.408 -2.360
H -0.177 1.894 -0.236
O 2.162 2.202 -2.735
C -1.476 0.137 0.015
H -3.923 -3.937 -0.262
O 0.324 -2.086 -1.089
H -1.123 4.197 -1.596
C 0.990 0.184 0.163
*
```


Entry 6:
ORCA calculation (ωB97M-V/def2-TZVPD) on C24H25N2O6Se2Ti as an isolated structure.

Calculated values
Orbital gap (alpha / beta)   5.57 / 5.51 eV
Strongest force on any atom   0.010 Eh/bohr
Energy   -7142.99857 hartree
Energy relative to the best compared isomer or geometry (same formula, charge and spin)   46.16 kJ/mol

Structure (ORCA input):
```
! wB97M-V def2-TZVPD RIJCOSX def2/J DEFGRID3
* xyz -1 1
C -0.591 -3.101 2.623
N -1.819 1.581 -0.258
H 3.604 1.775 2.411
H -1.900 -3.897 4.110
C -2.944 -3.436 2.288
H 4.559 -0.062 -1.279
H 5.793 1.958 1.469
C 4.096 1.221 0.370
H -3.668 -2.859 0.356
H 6.220 0.844 0.158
C -0.922 -0.591 -2.712
C -2.767 1.135 0.672
H -2.529 -3.843 -1.526
C -2.282 2.406 -1.286
H -3.924 3.348 -2.256
H -1.526 -1.151 -4.688
H -3.582 -0.082 2.739
C -2.091 -2.913 -1.870
C 5.500 1.033 0.959
C 3.785 0.011 -0.510
H 2.771 0.334 1.837
O 5.619 -0.081 1.844
C -0.866 -0.867 -1.332
C -2.123 -2.604 -3.216
O -0.855 0.253 1.505
C -1.490 -2.064 -0.931
H 4.957 0.038 2.533
C -4.107 1.433 0.532
C -1.819 -3.518 3.098
O -2.620 -0.127 2.778
H 3.461 3.855 0.639
C -1.530 -1.421 -3.638
C -4.558 2.217 -0.529
H -2.592 -3.279 -3.921
C -2.800 -2.935 1.002
Se 2.092 -0.093 -1.520
C -1.575 -2.516 0.490
H -0.446 0.307 -3.095
H 0.965 -1.997 -0.082
H 3.215 2.533 -1.087
O -0.058 2.289 -1.714
H 4.976 2.395 -1.200
Ti -0.009 0.832 -0.224
C -0.444 -2.601 1.325
O -1.231 3.650 -3.075
H 0.286 -3.153 3.259
C -2.089 0.390 1.666
H -3.914 -3.753 2.651
C -1.159 2.781 -2.054
C 4.136 2.477 -0.503
C 3.102 1.334 1.543
H -5.608 2.443 -0.643
H 3.866 -0.892 0.096
Se 1.504 2.425 1.243
H 1.591 -2.469 1.420
H -0.335 3.719 -3.433
N 0.787 -2.161 0.902
C -3.615 2.715 -1.435
O 4.329 3.673 0.243
H -4.824 1.063 1.257
*
```


Entry 7:
ORCA calculation (ωB97M-V/def2-TZVPD) on one molecule with the formula C24H25N3O4S in a non-equilibrium geometry.

Calculated values
Orbital gap   8.53 eV
Strongest force on any atom   0.025 Eh/bohr
Energy   -1793.02855 hartree
Energy relative to the best compared isomer or geometry (same formula, charge and spin)   111.18 kJ/mol
SMILES string   CC1CCN(C(=O)CSc2nc3ccccc3c(=O)n2Cc2ccc3c(c2)OCO3)CC1

Structure (ORCA input):
```
! wB97M-V def2-TZVPD RIJCOSX def2/J DEFGRID3
* xyz 0 1
H 5.864 1.277 -2.501
C -3.226 1.259 1.673
C -0.801 -2.963 1.238
H 0.842 -1.087 -2.485
H -4.392 1.106 -2.437
C -0.010 -1.302 -1.838
C 3.248 -0.289 -0.126
C 0.489 2.036 1.991
C -2.348 1.991 -0.454
S 0.353 -0.826 2.443
C 0.459 -2.594 2.016
H -1.760 0.514 -2.990
N 1.484 1.261 1.263
H 1.408 -2.755 1.516
H -1.083 -2.449 -3.298
C 3.312 1.105 -0.289
H -2.507 -0.596 -4.143
C 4.137 -1.105 -0.835
H -0.275 2.510 -0.571
H -1.772 1.209 3.231
C 5.064 -0.536 -1.677
H -2.802 -3.318 -0.100
C 5.129 0.848 -1.837
H 0.425 -3.127 2.966
H 4.285 2.738 -1.253
H -3.318 -2.134 -2.247
C 2.381 1.957 0.439
H 0.500 1.737 3.042
C 4.259 1.664 -1.149
H 0.502 -3.383 -1.621
C -4.180 1.903 -1.707
C -1.082 2.155 0.049
H 0.809 3.080 1.903
H 5.751 -1.167 -2.221
H 4.080 -2.174 -0.701
C 0.316 -2.518 -0.969
H -1.875 -3.984 -1.467
C -1.266 -1.570 -2.667
H -0.177 -0.432 -1.198
O -2.801 2.207 -1.729
C -3.405 1.545 0.342
C -1.604 -0.391 -3.571
O 2.339 3.168 0.368
N -0.796 -2.834 -0.104
H 1.218 -2.318 -0.395
C -0.890 1.866 1.405
N 2.334 -0.862 0.714
H -0.792 -0.207 -4.271
H -4.759 2.802 -1.973
C -1.945 1.430 2.190
C -2.023 -3.101 -0.833
C 1.515 -0.097 1.349
H -4.041 0.914 2.285
O -1.786 -3.329 1.851
C -2.403 -1.902 -1.699
H -2.598 -1.042 -1.055
O -4.544 1.470 -0.415
*
```


Entry 8:
ORCA calculation (ωB97M-V/def2-TZVPD) on C24H25N4O2PdSbSe4 as an isolated structure in a non-equilibrium geometry.

Calculated values
Orbital gap (alpha / beta)   7.07 / 5.89 eV
Strongest force on any atom   0.033 Eh/bohr
Energy   -11272.95084 hartree
Energy relative to the best compared isomer or geometry (same formula, charge and spin)   0.00 kJ/mol

Structure (ORCA input):
```
! wB97M-V def2-TZVPD RIJCOSX def2/J DEFGRID3
* xyz 0 3
H 1.459 -3.549 0.454
H -3.385 -2.826 1.389
C 2.108 1.025 -3.425
C -0.297 0.761 -0.612
Sb -0.405 -2.889 3.695
H -4.146 0.859 -2.558
H -3.370 -0.821 -4.186
N 3.689 -4.900 1.495
H -2.452 -3.504 -0.975
O -1.125 0.328 0.209
C 3.941 -1.423 1.311
C -3.239 -1.594 -0.391
H 5.012 -1.383 1.451
H -2.528 -3.014 -3.398
H 0.292 -0.855 -2.021
H -2.471 5.885 1.957
C -2.858 -2.267 -2.688
C -1.928 5.110 1.434
H -2.339 5.922 -0.506
H -1.136 4.118 -1.707
Se -1.032 -4.201 1.710
C -1.316 4.091 2.149
C -3.332 -1.042 -3.128
C -3.089 -1.837 1.050
H -4.033 0.385 -0.138
H -0.143 2.291 2.033
C 1.151 1.141 -2.295
C -1.852 5.132 0.050
C -1.172 4.132 -0.625
C 1.970 -2.639 0.744
H 1.287 4.313 -2.233
H 1.095 0.369 1.616
C -3.770 -0.094 -2.209
C 3.343 -2.611 0.921
O 5.170 -3.891 0.092
C -2.814 -2.544 -1.330
C 0.384 0.170 -1.712
H 1.935 1.791 -4.181
C 1.781 3.509 -1.688
H -1.384 4.067 3.228
Se -1.232 -0.607 3.449
N 0.968 2.315 -1.646
C 4.167 -3.859 0.780
H 4.223 -5.753 1.487
N 0.132 2.078 -0.574
H 1.982 3.841 -0.670
N 1.193 -1.574 0.951
C -3.718 -0.361 -0.855
Se 1.865 -3.182 4.340
H 3.546 0.611 1.910
C -0.613 3.098 1.487
Pd -1.051 -1.739 1.122
H 2.728 3.275 -2.169
C 3.135 -0.323 1.556
H 2.005 0.048 -3.891
C -0.546 3.128 0.100
H 3.137 1.119 -3.073
C 1.769 -0.447 1.385
Se -2.197 -3.395 5.446
H 2.980 -4.750 2.204
H -3.473 -1.038 1.678
*
```


- Among the records above, which one has the highest energy?
  C24H25F5NOY


- What is the energy in the second record?
  -1597.29583 hartree